DFT (the ωB97M-V functional and the def2-TZVPD basis) results for a molecular structure, C46H42CoP2SeSi.

Calculated values
- Largest force on an atom: 0.43 eV/A
- E: -6534.5747 a.u.
- Expectation value of S²: 0.907
- Molecular weight: 822.77 g/mol
- HOMO energy (spin up / spin down): -7.10 / -7.17 eV
- Energy relative to the best compared isomer or geometry (same formula, charge and spin): 0.0000 eV

Geometry as ORCA input:
```
! wB97M-V def2-TZVPD RIJCOSX def2/J DEFGRID3
* xyz 0 2
Co 0.32509 -0.02533 0.67863
C -1.86241 -2.81603 0.17659
Si -0.67158 -1.58929 -0.59980
C 0.69615 -2.67511 -1.35519
C 0.44358 -3.75322 -2.21261
C 1.44628 -4.63760 -2.56998
C 2.72863 -4.48514 -2.04657
C 3.00181 -3.42744 -1.19949
C 1.99900 -2.50902 -0.88244
P 2.26270 -1.06240 0.19975
C 3.50015 -0.01055 -0.62223
C 4.34631 -0.42347 -1.64569
C 5.25247 0.46645 -2.20501
C 5.32027 1.77524 -1.75024
C 4.47899 2.19578 -0.72943
C 3.57394 1.30758 -0.17031
C 3.19087 -1.76712 1.60561
C 2.53509 -2.71737 2.38889
C 3.15727 -3.26322 3.49772
C 4.44002 -2.85689 3.84540
C 5.09347 -1.90636 3.07818
C 4.47155 -1.36190 1.96099
C -1.68301 -0.69019 -1.92953
C -2.58460 -1.31786 -2.79950
C -3.30968 -0.58709 -3.72346
C -3.15270 0.79669 -3.80069
C -2.26973 1.43708 -2.95276
C -1.55021 0.69489 -2.01568
P -0.27929 1.41356 -0.91739
C -1.02872 2.86835 -0.12918
C -0.21115 3.74532 0.58581
C -0.76268 4.79012 1.30470
C -2.14133 4.95947 1.33714
C -2.96060 4.07700 0.65457
C -2.40815 3.03276 -0.07546
C 0.87416 2.08056 -2.17131
C 1.56383 1.14238 -2.93834
C 2.39447 1.55119 -3.96543
C 2.54964 2.90571 -4.23751
C 1.86276 3.84225 -3.48343
C 1.02102 3.43214 -2.45534
H -2.13176 -3.57633 -0.56115
H -2.77754 -2.32394 0.50787
H -1.42084 -3.32611 1.03378
H -0.55694 -3.91336 -2.59950
H 1.22910 -5.46303 -3.23597
H 3.50612 -5.19672 -2.29290
H 3.99082 -3.32310 -0.76745
H 4.29263 -1.43431 -2.02696
H 5.90223 0.13617 -3.00556
H 6.02207 2.46873 -2.19487
H 4.51919 3.21762 -0.37478
H 2.90670 1.63683 0.62061
H 1.52709 -3.02541 2.13278
H 2.63720 -3.99836 4.09786
H 4.92432 -3.27771 4.71683
H 6.09123 -1.58331 3.34565
H 4.99410 -0.62185 1.36821
H -2.72204 -2.39227 -2.75367
H -4.00010 -1.08968 -4.38900
H -3.71944 1.36780 -4.52465
H -2.13802 2.51159 -3.01568
H 0.86336 3.59741 0.59614
H -0.11904 5.46301 1.85659
H -2.57357 5.76658 1.91391
H -4.03622 4.18843 0.69921
H -3.05773 2.34304 -0.59966
H 1.44347 0.08298 -2.73394
H 2.92640 0.81352 -4.55202
H 3.20229 3.22617 -5.03910
H 1.97186 4.89789 -3.69617
H 0.47606 4.17339 -1.88729
C -4.10848 4.12391 5.02842
C -3.01816 3.25337 4.46588
C -3.30816 2.12701 3.71400
C -2.31067 1.31713 3.17485
C -2.72671 0.13108 2.35306
C -0.96944 1.63133 3.41975
Se 0.47185 0.45331 2.90671
C -0.65490 2.77485 4.16876
C 0.76821 3.17702 4.43505
C -1.68128 3.56442 4.67204
H -5.09387 3.72394 4.79041
H -4.05311 5.13836 4.62698
H -4.03137 4.20174 6.11426
H -4.34513 1.86791 3.52539
H -3.80514 0.13943 2.19130
H -2.44973 -0.81024 2.83312
H -2.23085 0.13412 1.37735
H 1.25929 3.50116 3.51288
H 1.35637 2.34431 4.82061
H 0.80614 3.99685 5.15242
H -1.42377 4.44635 5.25042
*
```

DFT (the ωB97M-V functional and the def2-TZVPD basis) results for a single C5H9NOS molecule at a distorted geometry.

Calculated values
- Largest force on an atom: 3.47 eV/A
- Structure (SMILES): O=CNCSC1CC1
- E: -724.0213 a.u.
- Molecular weight: 131.20 g/mol
- HOMO energy: -8.27 eV
- Energy relative to the best compared isomer or geometry (same formula, charge and spin): 2.6804 eV

Geometry as ORCA input:
```
! wB97M-V def2-TZVPD RIJCOSX def2/J DEFGRID3
* xyz 0 1
O -2.39967 -1.29606 0.45076
C -2.97174 -0.22775 0.27011
N -2.41392 0.92091 -0.13038
C -1.21338 0.75533 -0.86397
S 0.15386 1.66320 0.04196
C 1.54985 0.61533 0.56598
C 1.37490 -0.82605 0.86534
C 2.26248 -0.43183 -0.24392
H -4.11282 -0.07495 0.28100
H -3.13520 1.39764 -0.65000
H -1.20650 1.24173 -1.78354
H -1.02828 -0.32400 -0.89756
H 2.18285 1.35338 1.09010
H 0.39319 -1.34428 0.52159
H 1.61252 -1.29839 1.87755
H 3.34284 -0.27531 -0.15330
H 2.11875 -0.60720 -1.30457
*
```

DFT (the ωB97M-V functional and the def2-TZVPD basis) results for a single CH4N4O2S molecule at a distorted geometry.

Calculated values
- Largest force on an atom: 7.26 eV/A
- E: -808.0761 a.u.
- Molecular weight: 136.14 g/mol
- HOMO energy (spin up / spin down): -8.94 / -8.94 eV
- Energy relative to the best compared isomer or geometry (same formula, charge and spin): 0.9372 eV

Geometry as ORCA input:
```
! wB97M-V def2-TZVPD RIJCOSX def2/J DEFGRID3
* xyz 0 1
C -0.51261 -0.22031 -0.20199
N -2.17775 1.32852 0.11222
N -1.75389 0.17480 -0.10849
N -0.21877 -1.42030 0.37191
N 0.57036 0.50048 -0.92990
O 2.44726 -1.24279 -0.07440
O 2.25909 1.02174 0.86582
S 2.36396 0.18914 -0.32538
H -3.20972 1.39035 -0.26509
H -1.04945 -1.80427 0.96850
H 0.83543 -1.50672 0.56988
H 0.44608 1.58936 -0.98309
*
```

The highest molecular weight belongs to which entry?
C46H42CoP2SeSi